[1]
Density functional theory data (ωB97M-V with the def2-TZVPD basis set) for C2H3BrFI in the gas phase in a non-equilibrium geometry.

## Properties
Electronic energy = -3049.55852 Eh
LUMO level = 0.173 eV
SMILES = F[C@H](Br)CI
Orbital gap = 10.071 eV
Strongest force on any atom = 0.0553 Eh/bohr
Energy relative to the best compared isomer or geometry (same formula, charge and spin) = 0.132 eV
Molar mass = 252.9 Da

ORCA input file:
```
! RIJCOSX wB97M-V def2-TZVPD def2/J DEFGRID3
* xyz 0 1
C -0.48811 0.19711 -0.62180
C 0.54869 -0.26780 0.50513
F 1.12335 0.77305 1.13778
Br 1.93863 -1.50283 -0.09678
I -2.13420 1.09558 0.39590
H -0.08297 1.05257 -1.21735
H -0.81626 -0.65998 -1.29236
H -0.08914 -0.68771 1.18948
*
```

Here are the natural (NBO) charges for atoms 1 to 4, given in e: -0.586 0.157 -0.337 -0.003

[2]
Density functional theory data (ωB97M-V with the def2-TZVPD basis set) for 2 unconnected molecules or ions with the total composition C4H7NO2.

## Properties
Electronic energy = -361.73115 Eh
LUMO level = 0.873 eV
SMILES = O/C=C1/CN1.C=O
Orbital gap = 9.610 eV
Strongest force on any atom = 0.0098 Eh/bohr
Energy relative to the best compared isomer or geometry (same formula, charge and spin) = 4.074 eV
Molar mass = 101.1 Da

ORCA input file:
```
! RIJCOSX wB97M-V def2-TZVPD def2/J DEFGRID3
* xyz 0 1
O 0.27886 -0.10261 -2.34726
C 0.40618 0.86717 -1.62604
C -0.08735 -0.18515 0.65059
C -0.87604 0.67887 1.49595
N -1.47305 -0.13864 0.40463
C 1.00825 -0.89108 0.39972
O 1.09442 -1.85559 -0.54439
H 0.65994 -1.51957 -1.35837
H 1.39757 1.26982 -1.35108
H -0.46761 1.42987 -1.25857
H -0.94562 1.75214 1.32621
H -0.99948 0.36492 2.52867
H -1.92858 -0.98269 0.74422
H 1.93251 -0.68745 0.93571
*
```

Here are the natural (NBO) charges for atoms 1 to 4, given in e: -0.588 0.281 0.012 -0.263

[3]
Density functional theory data (ωB97M-V with the def2-TZVPD basis set) for a molecular structure, C5H7NO in a non-equilibrium geometry.

## Properties
Electronic energy = -324.55906 Eh
LUMO level = 0.806 eV
Orbital gap = 9.805 eV
Strongest force on any atom = 0.1338 Eh/bohr
Energy relative to the best compared isomer or geometry (same formula, charge and spin) = 4.501 eV
Molar mass = 97.1 Da

ORCA input file:
```
! RIJCOSX wB97M-V def2-TZVPD def2/J DEFGRID3
* xyz 0 1
C -0.38076 0.79379 1.27395
C -1.14127 -0.21677 0.28873
C -0.55696 0.17003 -1.09083
C 0.93154 0.30231 -0.90861
C 0.72273 -0.08702 0.66836
H -2.06183 -0.37120 0.71688
H -0.82583 1.13053 -1.51808
H -0.71601 -0.51815 -1.90650
H 1.60329 -0.53546 -1.27631
H 1.51917 1.11223 -1.10691
H 1.52494 -0.18165 1.28869
H 0.03858 -1.78136 0.26081
N -0.13942 -1.16444 0.93557
O -0.51818 1.34716 2.37426
*
```

Here are the natural (NBO) charges for atoms 1 to 4, given in e: 0.592 -0.175 -0.450 -0.412

[4]
Density functional theory data (ωB97M-V with the def2-TZVPD basis set) for 2 unconnected molecules or ions with the total composition C32H36BClO2S in a non-equilibrium geometry.

## Properties
Electronic energy = -2274.72967 Eh
LUMO level = -0.156 eV
SMILES = Cc1ccc(C(B2OC(C)(C)C(C)(C)O2)c2ccc(C)cc2)cc1.Cc1ccc(-c2ccc(Cl)cc2)s1
Orbital gap = 7.060 eV
Strongest force on any atom = 0.0477 Eh/bohr
Energy relative to the best compared isomer or geometry (same formula, charge and spin) = 0.988 eV
Molar mass = 531.0 Da

ORCA input file:
```
! RIJCOSX wB97M-V def2-TZVPD def2/J DEFGRID3
* xyz 0 1
C 2.45774 -1.31675 5.73780
C 1.78877 -1.25509 4.40626
C 2.53432 -1.62449 3.28550
C 1.93483 -1.61105 2.04249
C 0.61232 -1.16241 1.87349
C 0.12911 -1.21698 0.44435
C -1.07533 -2.09415 0.18652
C -0.99638 -2.95809 -0.92225
C -1.88076 -4.01548 -1.05459
C -2.94373 -4.14182 -0.15316
C -3.92255 -5.24810 -0.32290
C -3.06096 -3.25883 0.91585
C -2.13075 -2.24265 1.08436
C -0.11658 -0.74707 2.98610
C 0.46706 -0.81612 4.25943
H 1.79874 -1.76972 6.48585
H 3.36487 -1.92255 5.62973
H 2.75518 -0.31789 6.08554
H 3.57634 -1.94533 3.38623
H 2.50023 -1.99727 1.19122
H 0.88238 -1.84731 -0.07392
H -0.20538 -2.81706 -1.66395
H -1.77119 -4.73092 -1.87016
H -4.91402 -4.92228 0.00490
H -3.95442 -5.55945 -1.37042
H -3.61588 -6.10379 0.29015
H -3.88101 -3.36707 1.63284
H -2.23553 -1.56172 1.92710
H -1.12005 -0.34135 2.88014
H -0.12012 -0.52914 5.13812
C -1.12263 4.60332 -4.53750
C -0.96663 3.95375 -3.22947
C -0.76564 4.56681 -2.00193
C -0.78013 3.64048 -0.93420
C -1.08207 2.34481 -1.35711
B 0.66230 0.00348 -0.30677
C -1.59425 1.28514 -0.57373
C -1.80264 1.41198 0.82633
C -3.08817 1.14011 1.29004
C -3.99037 0.48857 0.42911
Cl -5.58565 0.15885 0.99584
C -3.58592 -0.01862 -0.82106
C -2.28540 0.23743 -1.23888
O 0.91036 -0.00880 -1.67018
C 2.25182 0.54209 -1.74400
C 3.16375 -0.66281 -1.90139
C 2.36986 1.38810 -2.97856
C 2.45639 1.34015 -0.38319
C 3.62789 0.87415 0.46040
C 2.55451 2.84045 -0.53401
O 1.26980 1.03677 0.38342
S -1.12722 2.24151 -3.09717
H -0.78584 5.63745 -4.45558
H -0.52303 4.07120 -5.28064
H -2.16608 4.58408 -4.87874
H -0.60794 5.63492 -1.85543
H -0.66465 3.85894 0.11787
H -1.00751 1.82191 1.45502
H -3.41272 1.45294 2.28571
H -4.29422 -0.58288 -1.43035
H -1.82569 -0.26009 -2.09270
H 4.20462 -0.33559 -1.92125
H 3.03074 -1.40512 -1.10472
H 2.95235 -1.13913 -2.86632
H 3.40491 1.74356 -3.06435
H 2.14715 0.76595 -3.84755
H 1.67611 2.23432 -2.96072
H 4.55976 1.11968 -0.05940
H 3.59687 1.41267 1.41667
H 3.60870 -0.19832 0.68600
H 3.47358 3.10093 -1.07591
H 1.68547 3.25222 -1.05928
H 2.60022 3.26461 0.47308
*
```

Here are the Mulliken charges for atoms 1 to 4, given in e: -1.490 1.156 -0.887 -0.931